Computed, not measured: a cluster of 6 separate species, C24H66N6O6 in total in a non-equilibrium geometry, with ωB97M-V/def2-TZVPD.

Bonds (Å) are listed after each position.
Cartesian coordinates (Å):
1 C -4.726 -3.164 -5.581  O2 1.463, H7 1.090, H8 1.090, H9 1.090
2 O -4.380 -3.623 -4.235  C1 1.463, C3 1.363
3 C -5.151 -2.952 -3.333  O2 1.363, C4 1.578, H10 1.090, H11 1.090
4 C -4.609 -3.463 -1.942  C3 1.578, C5 1.551, N6 1.510, H12 1.090
5 C -5.465 -2.900 -0.777  C4 1.551, H13 1.090, H14 1.090, H15 1.090
6 N -3.224 -3.103 -1.462  C4 1.510, H16 1.010, H17 1.010
7 H -5.742 -3.490 -5.807  C1 1.090
8 H -4.148 -3.735 -6.308  C1 1.090
9 H -4.547 -2.099 -5.727  C1 1.090
10 H -4.969 -1.887 -3.470  C3 1.090
11 H -6.231 -3.041 -3.457  C3 1.090
12 H -4.579 -4.547 -2.055  C4 1.090
13 H -6.532 -3.016 -0.966  C5 1.090
14 H -5.348 -1.865 -0.458  C5 1.090
15 H -5.357 -3.386 0.192  C5 1.090
16 H -3.148 -3.646 -0.613  N6 1.010
17 H -2.609 -3.582 -2.106  N6 1.010
18 C 2.103 2.004 1.182  O19 1.398, H24 1.090, H25 1.090, H26 1.090
19 O 2.996 2.352 2.200  C18 1.398, C20 1.477
20 C 2.469 3.488 2.982  O19 1.477, C21 1.561, H27 1.090, H28 1.090
21 C 3.191 3.600 4.361  C20 1.561, C22 1.595, N23 1.442, H29 1.090
22 C 2.738 4.765 5.352  C21 1.595, H30 1.090, H31 1.090, H32 1.090
23 N 4.585 3.880 4.121  C21 1.442, H33 1.010, H34 1.010
24 H 2.486 1.214 0.536  C18 1.090
25 H 2.007 2.906 0.578  C18 1.090
26 H 1.125 1.641 1.500  C18 1.090
27 H 2.462 4.495 2.565  C20 1.090
28 H 1.392 3.431 3.144  C20 1.090
29 H 3.107 2.602 4.792  C21 1.090
30 H 1.687 4.763 5.641  C22 1.090
31 H 3.013 5.798 5.137  C22 1.090
32 H 3.220 4.634 6.321  C22 1.090
33 H 5.236 3.527 4.807  N23 1.010
34 H 4.778 3.136 3.466  N23 1.010
35 C 2.723 -4.320 -4.126  O36 1.395, H41 1.090, H42 1.090, H43 1.090
36 O 1.923 -5.048 -3.245  C35 1.395, C37 1.410
37 C 2.011 -4.669 -1.890  O36 1.410, C38 1.565, H44 1.090, H45 1.090
38 C 3.419 -4.917 -1.253  C37 1.565, C39 1.531, N40 1.430, H46 1.090
39 C 3.799 -6.400 -1.230  C38 1.531, H47 1.090, H48 1.090, H49 1.090
40 N 3.346 -4.440 0.093  C38 1.430, H50 1.010, H51 1.010
41 H 2.411 -4.504 -5.154  C35 1.090
42 H 3.782 -4.576 -4.140  C35 1.090
43 H 2.586 -3.251 -3.964  C35 1.090
44 H 1.894 -3.586 -1.926  C37 1.090
45 H 1.114 -5.073 -1.420  C37 1.090
46 H 4.130 -4.363 -1.867  C38 1.090
47 H 3.942 -6.481 -2.308  C39 1.090
48 H 2.952 -6.969 -0.847  C39 1.090
49 H 4.665 -6.527 -0.581  C39 1.090
50 H 2.908 -5.091 0.729  N40 1.010
51 H 4.298 -4.423 0.431  N40 1.010
52 C 0.242 -1.561 3.918  O53 1.431, H58 1.090, H59 1.090, H60 1.090
53 O 1.658 -1.766 3.905  C52 1.431, C54 1.403
54 C 2.320 -0.863 4.750  O53 1.403, C55 1.573, H61 1.090, H62 1.090
55 C 3.796 -1.314 5.054  C54 1.573, C56 1.463, N57 1.460, H63 1.090
56 C 4.648 -0.286 5.651  C55 1.463, H64 1.090, H65 1.090, H66 1.090
57 N 4.432 -1.836 3.849  C55 1.460, H67 1.010, H68 1.010
58 H -0.160 -1.492 4.929  C52 1.090
59 H -0.392 -2.316 3.455  C52 1.090
60 H -0.009 -0.606 3.457  C52 1.090
61 H 2.349 0.106 4.251  C54 1.090
62 H 1.780 -0.916 5.696  C54 1.090
63 H 3.811 -2.148 5.756  C55 1.090
64 H 4.684 0.661 5.111  C56 1.090
65 H 5.681 -0.598 5.498  C56 1.090
66 H 4.388 -0.213 6.707  C56 1.090
67 H 3.717 -2.198 3.234  N57 1.010
68 H 4.789 -1.029 3.358  N57 1.010
69 C -4.327 7.301 -0.438  O70 1.450, H75 1.090, H76 1.090, H77 1.090
70 O -4.353 6.691 -1.754  C69 1.450, C71 1.433
71 C -4.236 5.271 -1.601  O70 1.433, C72 1.568, H78 1.090, H79 1.090
72 C -3.880 4.729 -3.029  C71 1.568, C73 1.577, N74 1.377, H80 1.090
73 C -2.477 5.115 -3.636  C72 1.577, H81 1.090, H82 1.090, H83 1.090
74 N -4.944 5.036 -3.847  C72 1.377, H84 1.010, H85 1.010
75 H -4.921 6.854 0.360  C69 1.090
76 H -4.511 8.348 -0.677  C69 1.090
77 H -3.282 7.329 -0.129  C69 1.090
78 H -3.390 5.035 -0.955  C71 1.090
79 H -5.082 4.686 -1.239  C71 1.090
80 H -3.859 3.663 -2.803  C72 1.090
81 H -2.507 5.105 -4.726  C73 1.090
82 H -1.725 4.421 -3.262  C73 1.090
83 H -2.190 6.140 -3.399  C73 1.090
84 H -4.605 5.527 -4.663  N74 1.010
85 H -5.402 5.766 -3.320  N74 1.010
86 C 1.489 -1.655 0.362  O87 1.499, H92 1.090, H93 1.090, H94 1.090
87 O 1.062 -0.646 -0.661  C86 1.499, C88 1.358
88 C -0.254 -0.311 -0.660  O87 1.358, C89 1.530, H95 1.090, H96 1.090
89 C -0.526 0.465 -1.951  C88 1.530, C90 1.575, N91 1.479, H97 1.090
90 C -0.157 1.988 -1.787  C89 1.575, H98 1.090, H99 1.090, H100 1.090
91 N -1.964 0.419 -2.294  C89 1.479, H101 1.010, H102 1.010
92 H 0.892 -2.565 0.427  C86 1.090
93 H 1.349 -1.138 1.311  C86 1.090
94 H 2.526 -1.930 0.172  C86 1.090
95 H -0.828 -1.235 -0.735  C88 1.090
96 H -0.594 0.189 0.246  C88 1.090
97 H 0.132 0.094 -2.736  C89 1.090
98 H -0.422 2.619 -2.635  C90 1.090
99 H 0.925 2.023 -1.653  C90 1.090
100 H -0.606 2.548 -0.967  C90 1.090
101 H -2.461 0.912 -1.566  N91 1.010
102 H -2.343 -0.514 -2.217  N91 1.010

Summary:
ΔE to the lowest compared entry with this formula, charge and spin = 4.738 eV
SMILES = COC[C@H](C)N.COC[C@H](C)N.COC[C@H](C)N.COC[C@H](C)N.COC[C@H](C)N.COC[C@H](C)N
LUMO energy = 0.020 Ha
E_HOMO = -8.89 eV
gap between HOMO and LUMO = 0.3468 Eh
strongest force on any atom = 3.77 eV/A